182
Properties=species:S:1:pos:R:3:lowdin_charge:R:1 method="wB97M-V/def2-TZVPD" homo_lumo_gap_ev=6.26 homo_ev=-6.5668 total_charge=0
C -2.457 1.957 4.247 -0.169
C -3.856 2.213 3.801 -0.037
O -3.749 2.494 2.354 0.176
C -2.585 2.024 2.018 -0.436
O -2.226 2.046 0.824 0.113
O -1.836 1.595 3.113 0.066
H -2.384 1.153 4.980 0.095
H -2.045 2.835 4.746 0.162
H -4.289 3.041 4.362 0.148
H -4.557 1.407 4.020 0.112
C 2.072 -2.675 4.504 -0.145
C 2.179 -1.751 3.319 -0.135
O 3.115 -2.395 2.543 -0.002
C 3.098 -3.739 2.822 -0.462
O 3.548 -4.626 2.055 0.100
O 2.535 -3.910 4.021 0.100
H 1.005 -2.849 4.642 0.055
H 2.522 -2.195 5.374 0.142
H 2.621 -0.845 3.735 0.148
H 1.249 -1.703 2.753 0.094
C -0.836 0.199 0.947 -0.294
C -0.320 -1.182 0.756 -0.139
O 0.517 -1.168 -0.369 0.097
C 0.329 -0.100 -1.057 -0.604
O 0.840 0.316 -2.029 0.012
O -0.510 0.676 -0.293 -0.006
H -0.355 0.746 1.757 0.135
H -1.916 0.254 1.084 0.088
H -1.110 -1.928 0.675 -0.054
H 0.324 -1.484 1.583 0.111
C 3.066 -2.518 -0.052 -0.095
C 3.455 -1.951 -1.367 -0.212
C 2.900 -0.539 -1.653 -0.147
C 3.599 0.411 -0.771 -0.204
N 4.149 1.176 -0.086 0.157
H 3.712 -3.334 0.272 0.079
H 2.016 -2.810 -0.026 0.064
H 3.116 -1.802 0.768 0.076
H 3.231 -2.698 -2.128 0.113
H 4.540 -1.853 -1.353 0.095
H 1.862 -0.390 -1.356 0.031
H 2.854 -0.465 -2.740 0.111
C -1.415 -5.213 -0.557 -0.080
C -0.565 -4.140 0.111 -0.198
C -0.846 -4.003 1.619 -0.228
C -1.097 -5.316 2.320 -0.189
N -1.180 -6.363 2.796 0.171
H -1.331 -6.221 -0.149 0.078
H -1.210 -5.258 -1.626 0.067
H -2.497 -5.080 -0.547 0.039
H -0.844 -3.223 -0.408 0.021
H 0.498 -4.364 0.024 0.125
H -1.841 -3.572 1.723 0.088
H -0.157 -3.374 2.184 0.029
C -1.226 1.010 -2.878 -0.091
C -1.477 2.486 -3.383 -0.112
C -0.459 2.828 -4.609 -0.168
C -1.016 3.693 -5.659 -0.217
N -1.418 4.360 -6.495 0.130
H -1.088 0.346 -3.732 0.086
H -2.008 0.574 -2.257 0.011
H -0.297 0.955 -2.310 -0.018
H -1.424 3.210 -2.569 0.088
H -2.468 2.636 -3.810 0.092
H 0.081 1.965 -4.999 0.101
H 0.494 3.233 -4.269 0.028
O -0.774 -3.203 3.265 -0.311
P -1.977 -2.711 4.011 0.714
N -2.467 -1.125 3.639 -0.137
C -1.860 -0.370 2.505 -0.171
C -3.350 -0.343 4.556 -0.074
N -1.836 -2.777 5.706 -0.290
C -2.978 -3.075 6.626 -0.104
C -0.528 -2.856 6.342 -0.109
N -3.387 -3.524 3.579 -0.212
C -4.484 -3.053 2.658 -0.203
C -3.397 -4.975 3.812 -0.102
H -0.799 -0.616 2.473 0.114
H -2.085 0.696 2.543 -0.102
H -2.197 -0.797 1.560 -0.016
H -2.887 0.605 4.833 -0.044
H -3.602 -0.804 5.511 0.093
H -4.221 -0.010 3.991 0.073
H -3.047 -2.227 7.308 0.075
H -3.915 -3.176 6.078 0.069
H -2.713 -4.033 7.073 0.083
H 0.153 -3.515 5.805 0.067
H -0.143 -1.836 6.366 0.083
H -0.527 -3.082 7.408 0.091
H -5.063 -2.296 3.186 0.104
H -3.974 -2.645 1.785 0.036
H -5.219 -3.811 2.386 0.091
H -2.695 -5.461 3.134 -0.002
H -4.262 -5.487 3.392 0.093
H -3.303 -5.199 4.874 0.081
O 4.069 3.456 0.158 -0.267
P 2.709 4.041 0.071 0.710
N 1.477 2.802 -0.157 -0.273
C 1.702 1.510 0.467 -0.081
C 0.251 3.127 -0.876 -0.132
N 2.507 5.242 -1.231 -0.254
C 3.093 4.950 -2.483 -0.176
C 1.510 6.256 -1.371 -0.139
N 2.146 4.815 1.445 -0.300
C 1.756 4.085 2.636 -0.114
C 2.883 6.055 1.807 -0.118
H 1.715 0.630 -0.175 0.071
H 0.843 1.280 1.097 0.083
H 2.643 1.528 1.018 0.089
H -0.529 3.513 -0.219 0.100
H -0.147 2.181 -1.241 0.065
H 0.436 3.855 -1.666 0.070
H 2.369 4.586 -3.213 0.061
H 3.417 5.913 -2.879 0.102
H 3.848 4.190 -2.284 0.043
H 2.012 7.120 -1.807 0.084
H 0.639 6.050 -1.992 0.080
H 1.148 6.615 -0.407 0.072
H 2.574 3.421 2.917 0.082
H 1.688 4.784 3.469 0.076
H 0.890 3.439 2.494 0.065
H 3.889 5.760 2.104 0.084
H 2.447 6.651 2.608 0.074
H 2.948 6.823 1.036 0.067
O 4.929 2.356 -1.666 -0.296
P 4.459 2.115 -3.048 0.633
N 5.458 2.996 -4.201 -0.267
C 6.134 2.507 -5.455 -0.096
C 5.657 4.392 -3.905 -0.146
N 2.840 2.586 -3.298 -0.280
C 2.372 3.021 -4.586 -0.149
C 1.852 2.290 -2.253 -0.121
N 4.514 0.552 -3.631 -0.300
C 5.654 -0.381 -3.431 -0.090
C 3.782 0.182 -4.899 -0.086
H 7.042 3.048 -5.720 0.076
H 5.486 2.697 -6.310 0.063
H 6.365 1.447 -5.351 0.050
H 4.783 4.842 -3.435 0.015
H 5.794 4.933 -4.841 0.086
H 6.393 4.628 -3.136 0.091
H 1.599 2.306 -4.867 0.042
H 1.807 3.952 -4.543 0.075
H 3.139 3.032 -5.361 0.100
H 1.511 1.258 -2.330 -0.020
H 2.364 2.505 -1.315 0.029
H 1.029 2.998 -2.355 0.051
H 5.176 -1.328 -3.182 0.060
H 6.371 -0.427 -4.250 0.071
H 6.249 -0.176 -2.540 0.092
H 3.789 -0.828 -5.309 0.086
H 4.322 0.649 -5.722 0.057
H 2.753 0.539 -4.947 0.064
O -2.244 -1.710 0.668 -0.273
P -3.169 -1.846 -0.519 0.800
N -2.374 -1.874 -2.009 -0.248
C -3.000 -1.614 -3.278 -0.134
C -1.092 -2.471 -2.304 -0.077
N -4.266 -0.562 -0.695 -0.259
C -3.798 0.743 -1.072 -0.090
C -5.685 -0.528 -0.198 -0.055
N -4.204 -3.205 -0.494 -0.233
C -4.554 -3.758 0.763 -0.252
C -4.469 -4.150 -1.704 -0.016
H -2.703 -0.696 -3.784 0.069
H -4.081 -1.554 -3.407 0.097
H -2.691 -2.401 -3.966 0.091
H -0.501 -2.572 -1.394 0.051
H -0.500 -1.879 -3.002 0.114
H -1.375 -3.482 -2.595 0.088
H -3.111 0.581 -1.903 0.027
H -4.670 1.202 -1.537 0.101
H -3.440 1.411 -0.288 0.075
H -5.613 0.112 0.682 0.073
H -6.426 0.001 -0.797 0.082
H -6.035 -1.520 0.087 0.066
H -5.446 -3.252 1.132 0.079
H -4.847 -4.797 0.610 0.126
H -3.811 -3.545 1.531 -0.005
H -5.507 -4.041 -2.019 0.084
H -4.344 -5.123 -1.231 0.065
H -3.689 -3.933 -2.434 0.060

---

12
Properties=species:S:1:pos:R:3:nbo_charge:R:1 method="wB97M-V/def2-TZVPD" e_above_lowest_ev=1.950 homo_lumo_gap_ev=8.43 homo_ev=-9.9312 smiles="[H]/N=C/N=C1N=CC=N1" total_charge=0
H 3.781 0.568 -0.127 0.338
N 3.287 -0.287 -0.123 -0.561
C 2.049 -0.009 0.040 0.230
N 1.023 -0.980 0.077 -0.383
C -0.156 -0.629 0.078 0.508
N -1.299 -1.423 -0.053 -0.393
C -2.291 -0.638 -0.017 0.082
C -1.833 0.828 -0.006 0.030
N -0.536 0.856 -0.031 -0.430
H 1.719 0.975 0.409 0.160
H -3.310 -0.990 -0.134 0.208
H -2.434 1.729 -0.112 0.213

---

82
Properties=species:S:1:pos:R:3:mulliken_spin:R:1 method="wB97M-V/def2-TZVPD" e_above_lowest_ev=0.377 spin_multiplicity=5 homo_lumo_gap_ev="6.23 / 7.27" homo_ev="-7.0439 / -8.1241" total_charge=0
Fe 3.143 0.922 0.382 3.786
C 0.413 -3.291 0.531 0.005
C 1.725 -2.997 0.715 -0.008
C 2.835 -2.782 -0.299 -0.029
C 2.852 -1.523 -1.210 0.178
C 1.902 -1.569 -2.376 -0.017
C 0.944 -2.472 -2.566 0.008
C 0.756 -3.827 -1.965 -0.003
C -0.179 -3.793 -0.720 0.000
C 2.424 2.337 -0.919 0.150
H -0.320 -3.148 1.361 0.002
H 2.016 -2.661 1.723 -0.005
H 3.091 -3.729 -0.833 -0.005
H 3.754 -2.601 0.327 0.001
H 2.690 -0.578 -0.589 -0.213
H 3.895 -1.424 -1.629 -0.074
H 1.971 -0.735 -3.089 0.000
H 0.222 -2.252 -3.376 0.000
H 1.702 -4.339 -1.748 0.002
H 0.207 -4.444 -2.684 0.000
H -1.006 -3.119 -0.954 0.000
H -0.591 -4.795 -0.545 0.001
H 1.469 2.852 -0.694 -0.002
H 2.254 1.624 -1.751 -0.009
H 3.169 3.086 -1.299 0.036
P 5.680 -1.111 -3.151 0.013
P 6.176 -2.583 0.385 0.006
N 5.347 -1.967 -4.694 0.001
N 7.138 -0.313 -3.867 -0.002
N 6.114 -4.370 0.038 0.002
N 7.490 -2.808 1.558 0.000
C 6.580 -2.520 -2.399 -0.003
C 7.266 -2.149 -1.072 -0.003
C 4.326 -1.587 -5.566 0.000
C 4.422 -2.312 -6.746 0.000
C 5.554 -3.178 -6.612 0.000
C 6.106 -2.922 -5.361 0.000
C 7.282 1.079 -3.935 -0.003
C 8.505 1.380 -4.531 0.001
C 9.137 0.134 -4.852 0.000
C 8.265 -0.879 -4.471 0.000
C 5.002 -5.185 0.319 0.001
C 5.160 -6.408 -0.302 0.000
C 6.435 -6.376 -0.975 0.000
C 6.998 -5.129 -0.742 0.000
C 8.295 -3.910 1.877 0.000
C 9.371 -3.489 2.650 0.000
C 9.244 -2.066 2.800 0.000
C 8.109 -1.683 2.117 0.000
H 7.346 -2.892 -3.091 0.001
H 5.859 -3.348 -2.250 0.000
H 8.269 -2.605 -0.999 0.001
H 7.421 -1.063 -0.984 0.001
H 3.636 -0.818 -5.279 0.000
H 3.790 -2.236 -7.611 0.000
H 5.949 -3.894 -7.324 0.000
H 6.999 -3.359 -4.937 0.000
H 6.480 1.724 -3.605 0.000
H 8.899 2.367 -4.749 0.000
H 10.101 -0.019 -5.328 0.000
H 8.336 -1.937 -4.656 0.000
H 4.218 -4.835 0.986 -0.001
H 4.473 -7.244 -0.275 0.000
H 6.903 -7.173 -1.528 0.000
H 7.956 -4.741 -1.027 0.000
H 8.057 -4.895 1.515 0.000
H 10.156 -4.120 3.052 0.000
H 9.917 -1.409 3.328 0.000
H 7.679 -0.712 1.941 -0.001
C 0.453 -0.181 3.162 -0.008
C 0.076 -0.022 1.682 0.006
C -1.393 0.467 1.573 0.009
C 1.002 0.884 0.843 0.178
H 0.803 0.782 3.570 0.001
H 1.272 -0.908 3.275 0.003
H -0.419 -0.533 3.742 -0.001
H 0.100 -1.029 1.228 0.002
H -1.466 1.537 1.829 -0.001
H -1.837 0.374 0.564 0.001
H -2.009 -0.108 2.276 0.001
H 0.844 0.558 -0.196 -0.013
H 0.601 1.927 0.969 0.001

---

12
Properties=species:S:1:pos:R:3:nbo_charge:R:1 method="wB97M-V/def2-TZVPD" e_above_lowest_ev=1.186 homo_lumo_gap_ev=10.73 homo_ev=-9.9102 smiles="CC=O.C" total_charge=0
C -1.074 0.218 -2.503 -0.712
C -0.833 0.160 -0.972 0.431
O 0.163 0.719 -0.499 -0.534
H -2.018 -0.141 -2.756 0.221
H -0.332 -0.593 -2.706 0.239
H -0.606 1.132 -2.867 0.243
H -1.338 -0.716 -0.517 0.113
C 1.165 -0.180 2.562 -0.862
H 0.292 -0.702 2.880 0.208
H 2.179 -0.528 2.934 0.207
H 1.091 0.835 2.975 0.211
H 1.310 -0.206 1.470 0.234

---

17
Properties=species:S:1:pos:R:3:nbo_charge:R:1 method="wB97M-V/def2-TZVPD" e_above_lowest_ev=0.652 homo_lumo_gap_ev=9.86 homo_ev=-9.0843 smiles=CNCCS.O total_charge=0
C -0.162 -0.351 1.844 -0.402
N 0.609 -0.036 0.660 -0.657
C 0.360 -0.737 -0.576 -0.221
C -1.010 -0.389 -1.161 -0.531
S -1.645 -1.536 -2.387 -0.029
H 0.153 0.284 2.638 0.209
H -1.218 -0.284 1.640 0.193
H 0.004 -1.391 2.177 0.165
H 1.578 0.133 0.869 0.372
H 0.359 -1.829 -0.421 0.169
H 1.145 -0.462 -1.276 0.202
H -0.993 0.570 -1.627 0.221
H -1.692 -0.369 -0.319 0.221
H -0.615 -1.497 -3.230 0.114
O 0.782 2.847 0.205 -0.963
H 0.890 1.880 0.161 0.480
H 1.456 3.167 0.803 0.460

---

13
Properties=species:S:1:pos:R:3:nbo_charge:R:1 method="wB97M-V/def2-TZVPD" spin_multiplicity=2 homo_lumo_gap_ev="7.56 / 7.56" homo_ev="-10.7240 / -10.7240" total_charge=+1
H 1.839 0.477 -0.418 0.189
C 1.413 1.315 0.140 0.126
C 1.902 2.148 1.214 -0.148
O 0.843 1.149 1.374 -0.577
H 2.820 1.891 1.749 0.208
H 1.551 3.179 1.301 0.211
O -2.811 -0.914 3.426 -0.859
C -3.525 -1.668 4.111 0.956
O -3.064 -2.330 5.176 -0.721
Na -0.786 0.088 2.529 0.981
H -3.751 -3.165 5.070 0.516
Cs -7.672 -1.693 1.894 0.996
O -4.432 -2.425 3.597 -0.878

---

Please write out number 2 again, unchanged.
12
Properties=species:S:1:pos:R:3:nbo_charge:R:1 method="wB97M-V/def2-TZVPD" e_above_lowest_ev=1.950 homo_lumo_gap_ev=8.43 homo_ev=-9.9312 smiles="[H]/N=C/N=C1N=CC=N1" total_charge=0
H 3.781 0.568 -0.127 0.338
N 3.287 -0.287 -0.123 -0.561
C 2.049 -0.009 0.040 0.230
N 1.023 -0.980 0.077 -0.383
C -0.156 -0.629 0.078 0.508
N -1.299 -1.423 -0.053 -0.393
C -2.291 -0.638 -0.017 0.082
C -1.833 0.828 -0.006 0.030
N -0.536 0.856 -0.031 -0.430
H 1.719 0.975 0.409 0.160
H -3.310 -0.990 -0.134 0.208
H -2.434 1.729 -0.112 0.213